# 1
{"formula": "C27H44IrN3P3S", "method": "wB97M-V/def2-TZVPD", "homo_ev": [-14.6277, -15.4124], "s2": 6.03, "largest_force_ev_per_a": 6.10, "charge": 3, "spin_multiplicity": 5, "relative_energy_kcal_mol": 49.3, "species": ["Ir", "P", "P", "P", "H", "C", "C", "H", "C", "C", "C", "C", "C", "C", "C", "C", "C", "H", "H", "H", "H", "H", "H", "H", "H", "H", "H", "H", "H", "H", "H", "H", "H", "H", "H", "H", "H", "H", "H", "H", "H", "H", "H", "H", "H", "H", "C", "C", "C", "C", "C", "C", "S", "H", "H", "H", "H", "H", "H", "N", "C", "C", "C", "C", "C", "C", "C", "N", "C", "C", "N", "C", "H", "H", "H", "H", "H", "H", "H"], "positions_angstrom": [[0.18, 0.88, -0.27], [2.30, 1.06, 0.61], [-2.01, 1.41, -0.04], [0.64, 1.44, -2.38], [-1.35, -3.07, 0.24], [-1.07, -3.29, -0.76], [0.23, -3.20, -1.09], [0.94, -2.96, -0.33], [2.98, 0.25, 2.09], [1.68, 2.71, 1.09], [3.63, 0.95, -0.61], [-3.22, 0.34, -0.84], [-2.56, 1.62, 1.68], [-1.93, 3.11, -0.72], [1.87, 0.63, -3.52], [1.32, 3.15, -2.30], [-0.79, 1.62, -3.53], [-1.93, -3.44, -1.41], [0.66, -2.96, -2.03], [2.94, -0.84, 2.00], [2.42, 0.56, 2.98], [4.02, 0.59, 2.12], [0.62, 2.64, 1.42], [1.74, 3.40, 0.23], [2.33, 2.96, 1.93], [3.55, -0.01, -1.14], [4.56, 0.98, -0.02], [3.57, 1.78, -1.32], [-4.21, 0.68, -0.49], [-3.07, -0.71, -0.54], [-3.17, 0.41, -1.94], [-3.56, 2.11, 1.60], [-1.85, 2.28, 2.22], [-2.63, 0.64, 2.17], [-2.85, 3.58, -0.36], [-1.88, 3.07, -1.82], [-1.04, 3.62, -0.31], [1.90, 1.13, -4.51], [1.62, -0.42, -3.69], [2.90, 0.66, -3.15], [1.43, 3.55, -3.31], [2.30, 3.19, -1.82], [0.63, 3.80, -1.77], [-0.61, 1.03, -4.46], [-0.96, 2.68, -3.83], [-1.67, 1.20, -3.03], [-0.89, -2.43, -4.63], [-1.72, -2.36, -5.79], [-1.58, -3.29, -6.80], [-0.53, -4.21, -6.80], [0.40, -4.16, -5.76], [0.26, -3.27, -4.71], [-1.48, -1.63, -3.28], [0.83, -0.43, -0.95], [-2.50, -1.61, -5.82], [-2.35, -3.28, -7.58], [-0.49, -4.99, -7.58], [1.23, -4.90, -5.81], [1.05, -3.21, -3.95], [-0.13, 1.69, 10.12], [-0.15, 1.29, 9.02], [-0.17, 0.77, 7.66], [-0.30, 1.64, 6.57], [-0.34, 1.12, 5.27], [-0.19, -0.28, 5.12], [-0.08, -1.19, 6.18], [0.00, -0.62, 7.47], [-0.18, -0.78, 3.80], [-0.06, -2.10, 3.37], [0.01, -2.03, 2.00], [-0.05, -0.69, 1.59], [-0.17, 0.00, 2.70], [-0.40, 2.74, 6.71], [-0.49, 1.82, 4.42], [-0.03, -2.29, 6.02], [0.14, -1.28, 8.34], [-0.11, -2.99, 4.00], [0.08, -2.88, 1.35], [-0.23, 1.06, 2.74]], "lowdin_spin": [1.0228, 0.1666, 0.1575, 0.0845, 0.0022, 0.0678, 0.0739, 0.0036, 0.0276, 0.0931, 0.0154, 0.0393, 0.0262, 0.0311, 0.0204, 0.0075, 0.0373, 0.0071, 0.0062, 0.0013, 0.0001, 0.0058, 0.0303, 0.0007, 0.0173, 0.0020, 0.0032, -0.0001, 0.0058, 0.0011, 0.0011, 0.0041, 0.0011, 0.0002, 0.0049, 0.0002, 0.0076, 0.0029, 0.0021, 0.0002, 0.0008, 0.0001, 0.0010, 0.0034, 0.0030, 0.0083, 0.2463, 0.1395, 0.0185, 0.2114, 0.0321, 0.1005, 1.0701, 0.0783, 0.0073, -0.0009, 0.0078, -0.0002, 0.0016, 0.0001, 0.0000, 0.0001, 0.0000, 0.0002, 0.0002, 0.0002, 0.0000, 0.0014, 0.0026, 0.0048, 0.0589, 0.0149, 0.0000, 0.0000, 0.0000, 0.0000, 0.0005, 0.0002, 0.0049]}

***

# 2
{"formula": "C2H8N6", "method": "wB97M-V/def2-TZVPD", "homo_ev": -8.3197, "largest_force_ev_per_a": 7.41, "charge": 0, "relative_energy_kcal_mol": 114.1, "species": ["C", "C", "H", "H", "H", "H", "H", "H", "H", "H", "N", "N", "N", "N", "N", "N"], "positions_angstrom": [[-0.64, 0.91, -0.51], [-0.92, -1.42, -0.09], [0.79, 1.63, 1.81], [1.92, 2.32, 0.81], [-0.44, 2.81, 0.32], [-1.97, 2.09, -1.01], [0.93, -0.17, 0.04], [-1.98, -1.27, -0.11], [1.08, -3.95, -0.46], [1.44, -1.76, -0.37], [1.15, 1.56, 0.75], [0.20, 1.99, -0.07], [-1.76, 1.15, -0.87], [-0.04, -0.33, -0.38], [-0.60, -2.63, 0.13], [0.83, -2.92, 0.04]], "mulliken_charge": [0.2558, -0.0594, 0.2273, 0.2605, 0.2771, 0.2168, 0.5544, 0.4108, 0.2462, 0.3202, -0.6238, -0.3084, -0.5928, -0.3416, -0.3753, -0.4679]}

***

# 3
{"formula": "C59H55ClN8O19PS", "method": "wB97M-V/def2-TZVPD", "homo_ev": -10.9550, "largest_force_ev_per_a": 3.35, "charge": 1, "species": ["C", "C", "Cl", "C", "S", "C", "C", "O", "C", "C", "C", "C", "C", "C", "P", "O", "O", "H", "H", "H", "H", "H", "H", "H", "H", "H", "H", "H", "H", "H", "H", "H", "C", "C", "C", "C", "C", "C", "N", "O", "O", "H", "H", "H", "H", "H", "C", "C", "C", "C", "C", "C", "N", "O", "O", "H", "H", "H", "H", "H", "C", "C", "C", "C", "C", "C", "N", "O", "O", "H", "H", "H", "H", "H", "C", "C", "C", "C", "C", "C", "N", "O", "O", "H", "H", "H", "H", "H", "C", "C", "C", "C", "C", "C", "N", "O", "O", "H", "H", "H", "H", "H", "C", "C", "C", "C", "C", "C", "N", "O", "O", "H", "H", "H", "H", "H", "C", "C", "C", "C", "C", "C", "N", "O", "O", "H", "H", "H", "H", "H", "C", "C", "C", "C", "C", "C", "N", "O", "O", "H", "H", "H", "H", "H"], "positions_angstrom": [[2.48, -0.70, 4.67], [1.32, -0.24, 5.58], [1.68, 1.39, 6.25], [-0.07, -0.36, 4.90], [-0.87, 1.21, 4.48], [-1.54, 2.11, 5.93], [-1.56, 3.63, 5.54], [-2.43, 4.36, 5.95], [-0.44, 4.15, 4.63], [-0.50, 4.27, 3.25], [0.60, 4.73, 2.56], [1.75, 5.07, 3.25], [1.81, 4.97, 4.62], [0.71, 4.51, 5.30], [-2.71, 0.53, 3.41], [-2.39, 0.68, 1.83], [-3.79, 1.72, 3.74], [3.43, -0.28, 5.00], [2.29, -0.39, 3.63], [2.56, -1.78, 4.76], [1.31, -0.93, 6.43], [-0.72, -1.03, 5.46], [0.09, -0.87, 3.94], [-2.57, 1.77, 6.09], [-0.96, 1.92, 6.84], [-1.41, 3.99, 2.72], [0.62, 4.82, 1.48], [2.64, 5.41, 2.74], [2.69, 5.23, 5.19], [0.74, 4.43, 6.38], [-1.87, 1.51, 1.73], [-3.46, 2.56, 3.36], [-1.49, 2.16, -4.04], [-1.84, 1.32, -2.99], [-1.13, 1.37, -1.80], [-0.08, 2.27, -1.68], [0.28, 3.11, -2.73], [-0.43, 3.05, -3.91], [0.66, 2.34, -0.42], [0.34, 1.58, 0.48], [1.56, 3.16, -0.33], [-2.05, 2.13, -4.96], [-2.67, 0.64, -3.09], [-1.40, 0.72, -0.98], [1.11, 3.80, -2.63], [-0.16, 3.70, -4.73], [-4.80, 7.69, -5.35], [-3.78, 7.12, -4.59], [-2.80, 6.36, -5.21], [-2.85, 6.18, -6.58], [-3.86, 6.73, -7.35], [-4.84, 7.49, -6.73], [-1.80, 5.39, -7.24], [-0.93, 4.91, -6.54], [-1.85, 5.27, -8.45], [-5.56, 8.29, -4.88], [-3.75, 7.28, -3.53], [-2.01, 5.92, -4.62], [-3.90, 6.58, -8.42], [-5.63, 7.93, -7.31], [3.48, 0.10, -2.10], [2.63, -0.54, -1.21], [2.50, -1.92, -1.25], [3.23, -2.64, -2.19], [4.07, -2.01, -3.08], [4.20, -0.63, -3.04], [3.11, -4.10, -2.22], [2.34, -4.62, -1.43], [3.78, -4.71, -3.02], [3.59, 1.18, -2.06], [2.07, 0.03, -0.48], [1.84, -2.42, -0.56], [4.63, -2.58, -3.81], [4.85, -0.12, -3.73], [6.40, -6.71, -1.01], [5.97, -5.44, -0.67], [6.72, -4.66, 0.20], [7.90, -5.18, 0.72], [8.33, -6.45, 0.40], [7.58, -7.22, -0.48], [8.70, -4.35, 1.63], [8.28, -3.24, 1.91], [9.74, -4.81, 2.05], [5.82, -7.31, -1.70], [5.06, -5.05, -1.09], [6.38, -3.67, 0.47], [9.25, -6.85, 0.81], [7.91, -8.21, -0.74], [-6.29, -4.29, -0.95], [-4.90, -4.28, -0.83], [-4.17, -3.24, -1.38], [-4.84, -2.22, -2.04], [-6.22, -2.22, -2.17], [-6.94, -3.27, -1.62], [-4.07, -1.10, -2.60], [-2.86, -1.13, -2.48], [-4.69, -0.21, -3.14], [-6.86, -5.11, -0.52], [-4.39, -5.08, -0.32], [-3.10, -3.23, -1.29], [-6.73, -1.42, -2.68], [-8.02, -3.28, -1.71], [-8.52, 3.81, -1.36], [-7.25, 4.16, -0.93], [-6.65, 5.32, -1.40], [-7.34, 6.11, -2.31], [-8.60, 5.77, -2.75], [-9.20, 4.61, -2.28], [-6.72, 7.34, -2.80], [-5.60, 7.61, -2.40], [-7.36, 8.03, -3.56], [-8.99, 2.91, -0.98], [-6.73, 3.54, -0.22], [-5.66, 5.59, -1.07], [-9.13, 6.39, -3.46], [-10.19, 4.33, -2.61], [8.98, -5.85, -6.38], [9.31, -5.81, -5.03], [8.94, -6.86, -4.20], [8.25, -7.93, -4.73], [7.91, -7.98, -6.07], [8.28, -6.93, -6.90], [7.88, -9.05, -3.85], [8.18, -8.96, -2.68], [7.30, -9.99, -4.35], [9.27, -5.04, -7.03], [9.86, -4.97, -4.63], [9.20, -6.82, -3.15], [7.37, -8.82, -6.48], [8.02, -6.96, -7.95], [-1.88, -1.71, 11.29], [-1.96, -0.47, 10.68], [-2.19, -0.37, 9.32], [-2.34, -1.53, 8.58], [-2.26, -2.78, 9.17], [-2.03, -2.87, 10.53], [-2.61, -1.43, 7.14], [-2.65, -0.32, 6.64], [-2.77, -2.46, 6.52], [-1.71, -1.79, 12.35], [-1.85, 0.43, 11.27], [-2.25, 0.60, 8.85], [-2.38, -3.68, 8.58], [-1.97, -3.84, 11.00]], "mulliken_charge": [-1.4023, 0.2753, -0.1246, -0.7464, 0.4441, -0.7903, -0.2951, -0.5098, 0.0283, 0.4055, -0.7247, -0.5259, -0.7175, -0.2316, 0.0873, -0.1222, -0.4250, 0.4088, 0.3210, 0.3835, 0.3296, 0.0919, 0.5128, 0.7372, 0.5953, 0.4254, 0.4902, 0.4021, 0.4268, 0.5483, 0.3008, 0.3620, -0.9830, -0.0743, -0.3631, 0.0352, -0.7854, -0.4487, 1.2266, -0.5314, -0.6433, 0.4930, 0.4459, 0.6552, 0.5191, 0.5651, -0.4778, -0.5255, -0.1833, 0.0176, -0.3812, -0.5869, 0.9845, -0.6256, -0.5941, 0.5617, 0.4485, 0.4813, 0.4690, 0.3998, -0.5029, -0.2582, -0.6392, 0.0851, -0.3618, -0.5414, 1.0446, -0.6134, -0.5777, 0.4658, 0.4604, 0.4946, 0.5034, 0.4029, -0.5507, 0.2048, -0.4946, -0.0152, -0.4034, -0.6074, 1.0218, -0.6206, -0.6051, 0.4973, 0.1050, 0.5295, 0.4655, 0.5088, -0.4363, -0.5278, -0.3821, 0.1805, -0.3328, -0.4809, 1.1241, -0.6491, -0.6248, 0.3875, 0.3887, 0.4732, 0.4594, 0.3809, -0.4455, -0.4894, -0.2821, 0.1710, -0.3761, -0.4832, 1.0636, -0.6128, -0.6106, 0.3891, 0.4025, 0.4316, 0.4599, 0.3782, -0.4326, -0.5770, -0.1137, 0.0509, -0.4117, -0.4273, 1.0115, -0.6288, -0.6049, 0.3913, 0.3957, 0.4887, 0.4607, 0.3796, -0.4251, -0.6617, -0.1887, 0.2349, -0.4322, -0.5030, 0.8396, -0.4333, -0.5775, 0.4024, 0.3992, 0.4801, 0.4761, 0.3924]}

***

# 4
{"formula": "C17H25ClN2O3", "method": "wB97M-V/def2-TZVPD", "homo_ev": -8.6019, "smiles": "CC(C)CN(Cc1cc(Cl)c2c(c1)OCCCO2)C(=O)CCN", "largest_force_ev_per_a": 1.83, "charge": 0, "relative_energy_kcal_mol": 23.6, "species": ["C", "C", "C", "C", "N", "C", "C", "C", "C", "Cl", "C", "C", "C", "O", "C", "C", "C", "O", "C", "O", "C", "C", "N", "H", "H", "H", "H", "H", "H", "H", "H", "H", "H", "H", "H", "H", "H", "H", "H", "H", "H", "H", "H", "H", "H", "H", "H", "H"], "positions_angstrom": [[4.49, 0.66, -2.45], [3.51, -0.42, -1.92], [2.99, -1.28, -3.11], [2.33, 0.22, -1.20], [1.34, -0.74, -0.76], [0.05, -0.76, -1.47], [-1.07, -0.07, -0.72], [-2.30, -0.68, -0.52], [-3.32, -0.01, 0.17], [-4.86, -0.76, 0.42], [-3.11, 1.27, 0.70], [-1.88, 1.93, 0.44], [-0.90, 1.24, -0.28], [-1.58, 3.18, 0.91], [-2.67, 4.09, 0.94], [-3.53, 3.95, 2.23], [-3.75, 2.51, 2.64], [-4.13, 1.79, 1.45], [1.61, -1.58, 0.32], [2.69, -1.49, 0.87], [0.62, -2.65, 0.83], [1.16, -3.44, 1.99], [0.15, -4.43, 2.35], [3.98, 1.33, -3.19], [5.40, 0.19, -2.93], [4.87, 1.25, -1.65], [4.05, -1.10, -1.22], [2.35, -0.65, -3.70], [2.40, -2.14, -2.73], [3.78, -1.64, -3.75], [1.85, 0.94, -1.84], [2.70, 0.79, -0.37], [0.15, -0.24, -2.42], [-0.22, -1.80, -1.68], [-2.49, -1.69, -0.90], [0.06, 1.73, -0.50], [-3.32, 4.08, 0.04], [-2.23, 5.10, 0.99], [-4.50, 4.46, 2.10], [-3.02, 4.43, 3.08], [-4.58, 2.45, 3.34], [-2.91, 2.06, 3.14], [0.30, -3.30, 0.02], [-0.28, -2.14, 1.16], [2.12, -3.92, 1.69], [1.35, -2.76, 2.82], [-0.10, -5.00, 1.54], [0.44, -4.97, 3.16]], "mulliken_charge": [-1.4994, 0.8856, -1.3707, -1.7673, 0.7276, -1.7230, 0.9998, -0.6924, 0.2511, -0.2121, 0.3824, 0.0018, -0.2576, -0.4654, -0.5654, -0.4111, -0.6402, -0.5151, 0.3520, -0.6602, -0.4799, -0.5129, -0.5510, 0.3052, 0.3798, 0.4043, 0.3085, 0.2866, 0.2165, 0.4705, 0.6171, 0.4820, 0.5521, 0.3492, 0.3750, 0.3236, 0.3197, 0.3323, 0.3156, 0.3305, 0.3485, 0.3510, 0.3960, 0.2378, 0.2918, 0.3127, 0.1881, 0.2289]}

***

| no. | M (g mol⁻¹) |
| --- | --- |
| 1 | 727.876 |
| 2 | 116.128 |
| 3 | 1278.620 |
| 4 | 340.851 |